Here is a molecular structure, C8H16CrF10N3O14S6 in a non-equilibrium geometry from OMol25. Energies are from ωB97M-V with the def2-TZVPD basis set.

Calculated values
energy above the lowest of the compared OMol25 structures with the same formula, charge and spin = 5.236 eV
frontier orbital gap (alpha / beta) = 7.06 / 8.09 eV
DFT total energy = -162287.957 eV
spin multiplicity = 4

Last column: Mulliken charge in e.
Element x y z (Å)
Cr 0.27 -0.14 0.18  2.198
N 0.92 1.66 0.29  0.221
S 0.27 3.06 0.04  0.537
O 0.34 3.51 -1.33  -0.521
O -0.10 3.92 1.19  -0.550
F -1.14 2.27 -0.07  -0.170
S 2.33 2.59 0.71  0.716
O 2.44 2.88 2.13  -0.551
O 3.11 3.43 -0.21  -0.527
F 3.27 1.29 0.74  -0.282
N 1.06 -1.37 1.47  0.413
S 1.80 -1.02 3.07  0.780
O 3.23 -0.73 3.02  -0.540
O 1.09 -1.63 4.24  -0.516
F 1.30 0.47 3.15  -0.207
S 1.36 -2.92 1.81  0.558
O 0.28 -3.63 2.42  -0.518
O 2.71 -3.46 2.00  -0.545
F 1.08 -3.17 0.27  -0.258
C -3.49 0.81 -1.98  0.684
F -4.37 0.56 -2.97  -0.214
F -3.21 2.10 -1.91  -0.182
F -3.98 0.40 -0.78  -0.161
S -1.75 0.00 -2.52  0.442
O -2.08 -0.85 -3.66  -0.510
O -0.80 1.06 -2.59  -0.535
N -1.10 -0.79 -1.06  -0.121
S -1.96 -2.17 -1.03  0.584
O -1.66 -2.77 0.27  -0.622
O -3.35 -2.06 -1.48  -0.535
C -0.99 -3.36 -2.31  0.634
F 0.33 -3.10 -2.34  -0.157
F -1.13 -4.61 -1.83  -0.233
F -1.62 -3.47 -3.51  -0.231
C 3.74 0.69 -2.19  -1.362
C 2.21 0.24 -2.22  0.749
C 1.76 -0.52 -3.44  -1.428
O 2.01 -0.50 -1.05  0.286
H 4.56 0.03 -1.90  0.376
H 3.89 1.64 -1.68  0.296
H 3.82 1.08 -3.21  0.438
H 1.73 1.22 -2.22  -0.044
H 2.32 -1.41 -3.72  0.415
H 1.83 0.18 -4.27  0.418
H 0.72 -0.84 -3.44  0.117
H 2.84 -0.97 -0.93  0.206
C -2.92 1.72 2.38  -1.534
C -1.61 0.92 2.68  0.542
C -1.72 0.28 3.99  -1.174
O -1.50 0.06 1.65  0.263
H -3.15 2.35 3.24  0.456
H -3.80 1.08 2.32  0.423
H -2.88 2.39 1.52  0.266
H -0.84 1.68 2.58  -0.005
H -1.70 1.08 4.73  0.396
H -0.86 -0.37 4.15  0.209
H -2.62 -0.33 4.01  0.362
H -2.29 -0.48 1.62  0.245